Entry from the Open Molecules 2025 dataset: a cluster of 12 separate species, C16H56O12 in total (ωB97M-V/def2-TZVPD).

The value obtained for the HOMO-LUMO gap is 9.074 eV. The calculation puts the maximum force at 1.9 eV/Å. As for the SMILES: CC(C)O.CC(C)O.CO.CO.CO.CO.CO.CO.CO.CO.CO.CO.

Last column: Löwdin charge in e.
Positions of all 84 atoms, in Å:
C  11.39  -11.78  1.36  -0.05
C  10.88  -11.76  2.79  -0.50
C  11.94  -12.03  3.85  -0.05
O  10.40  -10.48  3.09  -0.06
H  12.27  -11.17  1.17  0.09
H  10.58  -11.37  0.75  0.07
H  11.75  -12.77  1.07  0.08
H  10.06  -12.46  2.93  0.12
H  12.54  -12.90  3.61  0.07
H  11.65  -12.27  4.87  0.07
H  12.68  -11.22  3.91  0.08
H  9.85  -10.14  2.39  0.09
C  10.23  -13.03  -1.49  -0.07
C  10.88  -14.38  -1.72  -0.49
C  9.88  -15.48  -1.92  -0.04
O  11.71  -14.22  -2.86  -0.05
H  9.47  -12.95  -0.71  0.06
H  9.73  -12.66  -2.39  0.08
H  10.99  -12.29  -1.26  0.06
H  11.60  -14.62  -0.94  0.13
H  9.09  -15.14  -2.60  0.07
H  9.43  -15.83  -0.99  0.08
H  10.36  -16.29  -2.46  0.09
H  12.37  -13.53  -2.73  0.09
C  6.12  -16.51  -2.60  -0.14
O  6.28  -15.85  -1.39  -0.15
H  5.13  -16.30  -3.02  0.08
H  6.83  -16.16  -3.34  0.08
H  6.13  -17.59  -2.42  0.10
H  6.33  -14.91  -1.57  0.04
C  7.54  -18.51  3.03  -0.16
O  6.99  -19.03  1.84  -0.12
H  8.14  -17.62  2.86  0.05
H  6.75  -18.29  3.75  0.07
H  8.26  -19.17  3.53  0.08
H  6.40  -18.38  1.44  0.02
C  7.96  -11.64  4.86  -0.15
O  7.28  -12.62  4.16  -0.14
H  8.99  -11.94  5.02  0.07
H  8.02  -10.70  4.31  0.08
H  7.51  -11.49  5.84  0.08
H  6.49  -12.23  3.78  0.01
C  3.90  -12.37  2.90  -0.10
O  5.07  -11.62  3.32  -0.12
H  3.28  -12.52  3.78  0.08
H  3.35  -11.86  2.11  0.08
H  4.10  -13.38  2.54  0.07
H  4.76  -10.98  3.97  0.10
C  3.84  -17.09  0.41  -0.14
O  5.16  -17.54  0.39  -0.13
H  3.80  -16.00  0.39  0.07
H  3.26  -17.44  -0.45  0.08
H  3.36  -17.55  1.27  0.09
H  5.64  -17.00  -0.24  0.02
C  5.18  -12.85  -0.64  -0.15
O  6.16  -13.11  -1.62  -0.12
H  4.28  -12.41  -1.06  0.09
H  4.98  -13.74  -0.05  0.06
H  5.57  -12.17  0.12  0.08
H  6.37  -12.30  -2.08  0.10
C  9.38  -15.74  6.08  -0.17
O  10.74  -16.00  6.30  -0.11
H  9.11  -14.70  6.26  0.07
H  9.10  -15.86  5.03  0.06
H  8.76  -16.34  6.75  0.08
H  10.93  -15.66  7.18  0.07
C  11.35  -15.97  2.71  -0.14
O  10.26  -16.18  1.80  -0.13
H  11.21  -15.04  3.27  0.06
H  11.50  -16.77  3.43  0.07
H  12.33  -15.86  2.24  0.07
H  9.46  -15.74  2.12  -0.01
C  7.66  -14.73  1.53  -0.12
O  8.08  -14.87  2.89  -0.15
H  8.24  -13.95  1.04  0.08
H  7.79  -15.60  0.89  0.08
H  6.60  -14.46  1.48  0.07
H  7.86  -14.07  3.36  0.02
C  5.15  -15.37  5.25  -0.19
O  4.45  -15.79  6.35  -0.10
H  4.58  -14.56  4.81  0.07
H  6.14  -14.97  5.49  0.07
H  5.29  -16.18  4.53  0.08
H  5.03  -16.41  6.82  0.08

Entry from the Open Molecules 2025 dataset: a cluster of 12 separate species, C16H56O20 in total (ωB97M-V/def2-TZVPD).

The value obtained for the HOMO-LUMO gap is 9.168 eV. The calculation puts the maximum force at 1.9 eV/Å. As for the SMILES: OCCO.OCCO.OCCO.OCCO.OCCO.OCCO.OCCO.OCCO.O.O.O.O.

Last column: Löwdin charge in e.
Positions of all 92 atoms, in Å:
O  -4.58  -1.35  -2.10  -0.07
H  -3.85  -0.76  -1.83  -0.01
H  -4.29  -2.23  -1.82  0.03
O  -3.79  0.85  1.67  -0.03
H  -4.21  0.23  2.28  0.07
H  -4.47  1.50  1.46  0.07
O  0.34  4.34  -0.31  -0.03
H  -0.26  4.47  -1.06  0.06
H  0.73  5.21  -0.16  0.07
O  1.91  1.80  -0.39  -0.05
H  1.22  1.14  -0.27  -0.01
H  1.46  2.66  -0.39  0.01
C  -1.13  0.39  -0.61  -0.22
C  -0.65  -0.52  0.53  -0.21
O  0.77  -0.54  0.63  -0.09
O  -2.52  0.21  -0.77  -0.09
H  -0.63  0.13  -1.54  0.10
H  -0.87  1.44  -0.42  0.11
H  -0.89  -1.54  0.18  0.12
H  -1.12  -0.33  1.50  0.11
H  1.11  -1.36  0.99  0.05
H  -2.99  0.52  0.03  0.05
C  -0.20  -1.49  4.21  -0.20
C  0.59  -2.70  4.69  -0.23
O  0.83  -2.57  6.11  -0.06
O  0.65  -0.35  4.09  -0.07
H  -1.01  -1.22  4.88  0.13
H  -0.56  -1.74  3.21  0.09
H  1.59  -2.66  4.26  0.11
H  0.16  -3.68  4.47  0.12
H  1.57  -3.14  6.33  0.08
H  1.56  -0.63  3.96  0.11
C  5.71  -0.51  1.34  -0.23
C  4.36  -0.04  0.83  -0.25
O  3.80  0.88  1.75  -0.07
O  5.50  -1.44  2.40  -0.07
H  6.21  0.39  1.70  0.12
H  6.33  -0.96  0.56  0.12
H  3.67  -0.90  0.76  0.10
H  4.42  0.42  -0.16  0.12
H  3.23  1.47  1.24  0.05
H  6.31  -1.97  2.45  0.08
C  0.92  -2.24  -3.11  -0.24
C  2.00  -1.26  -2.61  -0.23
O  2.83  -0.90  -3.71  -0.06
O  1.46  -3.54  -3.31  -0.05
H  0.46  -1.79  -3.99  0.11
H  0.16  -2.23  -2.31  0.11
H  2.57  -1.79  -1.83  0.12
H  1.51  -0.43  -2.11  0.09
H  3.31  -1.68  -4.01  0.08
H  1.85  -3.53  -4.19  0.08
C  3.21  -4.51  1.26  -0.24
C  1.73  -4.58  1.57  -0.21
O  1.20  -3.25  1.67  -0.10
O  3.97  -4.05  2.35  -0.06
H  3.32  -3.80  0.43  0.12
H  3.55  -5.50  0.96  0.12
H  1.60  -5.08  2.54  0.12
H  1.20  -5.17  0.81  0.12
H  0.24  -3.37  1.66  0.09
H  3.63  -3.20  2.67  0.06
C  -1.38  2.32  3.98  -0.25
C  -0.80  2.67  2.61  -0.23
O  -0.32  4.02  2.64  -0.07
O  -0.40  2.06  4.95  -0.06
H  -2.01  1.42  3.90  0.10
H  -2.02  3.18  4.21  0.12
H  -1.57  2.67  1.82  0.10
H  -0.04  1.98  2.22  0.11
H  -0.60  4.44  1.82  0.04
H  0.00  1.22  4.67  0.04
C  -1.49  1.07  -4.42  -0.22
C  -0.42  0.86  -5.46  -0.25
O  -0.08  2.08  -6.09  -0.05
O  -0.95  2.03  -3.48  -0.09
H  -1.73  0.13  -3.94  0.12
H  -2.44  1.49  -4.75  0.12
H  -0.74  0.14  -6.23  0.12
H  0.45  0.41  -4.97  0.11
H  0.83  2.03  -6.38  0.09
H  -0.70  2.79  -4.02  0.08
C  -5.78  2.87  -2.84  -0.24
C  -4.61  2.36  -2.06  -0.22
O  -4.12  3.38  -1.13  -0.08
O  -5.38  3.79  -3.86  -0.06
H  -6.52  3.35  -2.20  0.12
H  -6.33  2.03  -3.30  0.12
H  -3.77  1.96  -2.63  0.11
H  -4.89  1.53  -1.40  0.10
H  -3.27  3.59  -1.52  0.07
H  -5.65  4.66  -3.57  0.08

Entry from the Open Molecules 2025 dataset: a cluster of 13 separate species, C16H57N22O14 in total (ωB97M-V/def2-TZVPD).

The value obtained for the HOMO-LUMO gap (alpha / beta) is 2.192 / 5.379 eV. The multiplicity is 2. The calculation puts the maximum force at 9.7 eV/Å. The total charge is -2.

Last column: Löwdin spin population.
Positions of all 109 atoms, in Å:
C  0.07  -0.59  0.58  0.00
C  0.17  0.06  -0.76  0.00
C  1.37  1.05  -0.73  0.00
O  0.27  -0.81  -1.79  0.00
H  -0.31  0.13  1.31  0.00
H  0.96  -1.11  0.95  0.00
H  -0.69  -1.37  0.54  0.00
H  -0.81  0.55  -0.80  0.00
H  1.17  1.90  -1.38  0.00
H  2.34  0.62  -0.99  0.00
H  1.57  1.42  0.28  0.00
C  3.60  1.00  -5.01  0.01
C  2.51  0.78  -3.92  0.01
O  2.69  -0.37  -3.16  0.00
O  4.80  1.58  -4.44  0.01
H  3.37  1.74  -5.77  0.00
H  3.88  0.08  -5.52  0.00
H  1.59  0.66  -4.50  0.00
H  2.27  1.65  -3.31  0.01
H  1.94  -0.45  -2.56  0.00
H  5.14  1.25  -3.61  0.00
C  -1.20  -2.21  4.50  0.00
O  -2.03  -3.10  4.54  0.00
N  -0.64  -1.61  3.43  0.00
N  -0.73  -1.65  5.59  0.00
H  -0.80  -2.09  2.56  0.00
H  0.21  -1.08  3.56  0.00
H  -0.13  -0.85  5.46  0.00
H  -0.95  -2.14  6.45  0.00
C  1.47  -4.18  -2.10  0.00
O  0.31  -4.19  -2.45  0.00
N  2.22  -5.20  -2.27  0.00
N  2.06  -3.14  -1.55  0.00
H  3.07  -5.10  -1.73  0.00
H  1.82  -6.08  -2.58  0.00
H  2.90  -3.26  -1.01  0.00
H  1.49  -2.31  -1.55  0.00
C  4.07  -3.64  2.30  0.00
O  4.48  -4.77  2.30  0.00
N  3.31  -3.12  3.24  0.00
N  4.36  -2.67  1.42  0.00
H  3.00  -2.17  3.15  0.00
H  2.90  -3.81  3.85  0.00
H  4.83  -3.05  0.61  0.00
H  3.70  -1.91  1.40  0.00
C  2.43  0.64  3.60  0.00
O  1.83  -0.40  3.33  0.00
N  2.93  1.41  2.69  0.00
N  2.54  1.15  4.81  0.00
H  3.70  1.97  3.02  0.00
H  2.88  1.17  1.71  0.00
H  2.00  0.83  5.60  0.00
H  3.27  1.82  4.98  0.00
C  -3.62  2.53  1.50  0.00
O  -4.47  2.15  2.29  0.00
N  -2.62  1.79  1.01  0.00
N  -3.54  3.78  1.07  0.01
H  -1.88  2.25  0.49  0.00
H  -2.47  0.84  1.32  0.00
H  -4.23  4.40  1.47  0.00
H  -2.78  4.14  0.51  0.00
C  -4.26  -2.24  1.25  0.00
O  -3.27  -2.23  0.50  0.00
N  -4.26  -1.97  2.52  0.00
N  -5.38  -2.59  0.84  0.00
H  -3.45  -1.56  2.97  0.00
H  -5.10  -2.10  3.06  0.00
H  -6.20  -2.28  1.34  0.00
H  -5.53  -2.88  -0.12  0.00
C  -0.68  4.82  -0.95  0.17
O  -0.51  3.95  -0.10  0.03
N  -0.79  4.55  -2.19  0.09
N  -0.37  6.03  -0.84  0.11
H  -0.79  5.33  -2.84  0.16
H  -0.65  3.64  -2.61  0.01
H  0.04  6.20  0.07  0.03
H  -0.32  6.67  -1.62  0.16
C  -0.55  -5.00  0.94  0.00
O  -0.77  -4.09  0.21  0.00
N  0.24  -5.93  0.59  0.00
N  -1.20  -5.16  2.07  0.00
H  0.71  -5.74  -0.29  0.00
H  0.63  -6.64  1.20  0.00
H  -1.97  -4.52  2.16  0.00
H  -0.97  -5.90  2.73  0.00
C  -4.54  0.62  -1.86  0.00
O  -3.56  -0.14  -1.68  0.00
N  -4.49  1.88  -2.02  0.00
N  -5.75  0.21  -1.77  0.00
H  -5.24  2.49  -1.74  0.00
H  -3.63  2.38  -2.21  0.00
H  -6.42  0.98  -1.78  0.00
H  -5.97  -0.75  -1.95  0.00
C  -1.58  1.11  -4.40  0.01
O  -2.22  0.15  -4.03  0.00
N  -1.71  1.70  -5.57  0.01
N  -0.60  1.63  -3.77  0.01
H  -2.16  1.16  -6.30  0.00
H  -1.09  2.46  -5.78  0.02
H  -0.22  2.47  -4.20  0.03
H  -0.25  1.04  -3.04  0.00
C  3.07  4.27  1.23  0.02
O  3.96  4.48  2.08  0.01
N  3.15  3.88  0.00  0.01
N  1.81  4.35  1.56  0.01
H  4.10  3.73  -0.30  0.00
H  2.39  3.78  -0.66  0.02
H  1.08  4.01  0.95  0.00
H  1.69  4.86  2.42  0.00

Entry from the Open Molecules 2025 dataset: a cluster of 13 separate species, C16H58N20O13 in total (ωB97M-V/def2-TZVPD).

The value obtained for the HOMO-LUMO gap is 7.966 eV. The calculation puts the maximum force at 9.1 eV/Å.

Last column: Löwdin charge in e.
Positions of all 107 atoms, in Å:
C  3.10  -2.46  0.66  -0.09
C  3.87  -1.91  1.80  -0.28
O  4.22  -0.57  1.40  -0.13
H  2.17  -1.90  0.54  0.05
H  2.80  -3.48  0.87  0.07
H  3.64  -2.24  -0.26  0.07
H  4.78  -2.43  2.10  0.12
H  3.22  -1.83  2.67  0.09
H  3.50  0.01  1.66  -0.02
C  0.03  3.55  -2.83  -0.06
C  1.51  3.12  -2.61  -0.25
O  1.84  2.53  -1.37  -0.13
H  -0.29  4.01  -1.90  0.04
H  -0.69  2.74  -2.93  0.06
H  -0.14  4.38  -3.51  0.08
H  2.15  4.00  -2.63  0.12
H  1.72  2.42  -3.42  0.10
H  1.80  3.22  -0.71  0.05
C  -3.06  3.65  1.94  -0.08
C  -2.52  2.90  3.10  -0.32
O  -2.29  1.62  2.70  -0.12
H  -4.14  3.83  1.92  0.08
H  -2.77  3.29  0.96  0.08
H  -2.68  4.67  1.94  0.06
H  -3.20  2.94  3.95  0.14
H  -1.53  3.33  3.27  0.09
H  -3.12  1.16  2.56  0.12
C  1.38  0.24  -5.56  -0.79
O  0.66  0.46  -6.46  0.06
N  0.90  -0.30  -4.46  0.18
N  2.73  0.39  -5.60  0.17
H  1.46  -0.21  -3.62  0.09
H  -0.11  -0.34  -4.40  0.08
H  3.28  0.45  -4.76  0.05
H  3.05  0.81  -6.46  0.11
C  -4.46  -2.71  0.21  -0.74
O  -5.70  -2.73  0.22  0.00
N  -3.70  -3.58  0.78  0.17
N  -3.64  -1.84  -0.37  0.17
H  -4.27  -4.34  1.13  0.12
H  -2.69  -3.60  0.76  0.08
H  -2.68  -1.68  -0.08  0.07
H  -3.92  -1.22  -1.11  0.05
C  -3.06  -0.44  -3.20  -0.85
O  -2.29  -1.09  -3.83  0.08
N  -2.78  0.39  -2.24  0.18
N  -4.30  -0.58  -3.25  0.17
H  -3.57  0.96  -1.96  0.12
H  -1.82  0.66  -2.12  0.09
H  -5.05  -0.05  -2.83  0.13
H  -4.59  -1.16  -4.03  0.14
C  1.65  1.29  3.06  -0.72
O  2.41  1.01  2.11  0.03
N  1.41  2.54  3.32  0.18
N  1.12  0.52  3.92  0.21
H  0.84  2.86  4.09  0.11
H  1.76  3.11  2.56  0.11
H  0.54  0.79  4.71  0.13
H  1.40  -0.44  3.79  0.12
C  0.19  -4.35  -2.84  -0.78
O  0.52  -4.34  -4.00  0.03
N  -0.58  -3.45  -2.26  0.19
N  0.39  -5.48  -2.20  0.16
H  -0.76  -3.53  -1.27  0.05
H  -0.89  -2.73  -2.89  0.08
H  1.14  -6.10  -2.46  0.11
H  0.16  -5.44  -1.22  0.06
C  -2.67  -1.43  4.57  -0.80
O  -3.47  -0.94  5.36  0.02
N  -2.66  -2.69  4.29  0.17
N  -2.16  -0.81  3.59  0.17
H  -2.07  -3.13  3.60  0.09
H  -3.21  -3.30  4.88  0.12
H  -1.35  -1.17  3.11  0.08
H  -2.23  0.19  3.70  0.07
C  -0.03  -4.29  1.35  -0.83
O  -0.71  -4.37  0.40  0.05
N  0.22  -3.18  1.94  0.20
N  0.46  -5.30  1.98  0.20
H  -0.17  -2.29  1.67  0.06
H  0.78  -3.29  2.77  0.12
H  0.85  -5.16  2.90  0.12
H  0.29  -6.25  1.67  0.13
C  0.54  5.52  0.89  -0.77
O  0.91  4.45  0.60  0.07
N  0.46  6.56  0.05  0.18
N  0.00  5.81  2.04  0.18
H  -0.03  7.37  0.38  0.11
H  0.57  6.37  -0.94  0.12
H  -0.05  5.06  2.72  0.10
H  -0.06  6.76  2.36  0.12
C  4.67  0.30  -2.13  -0.80
O  4.74  0.85  -3.19  0.04
N  3.88  0.61  -1.12  0.18
N  5.25  -0.77  -1.83  0.18
H  3.73  0.09  -0.27  0.05
H  3.16  1.29  -1.32  0.06
H  6.07  -1.02  -2.37  0.13
H  5.19  -1.09  -0.87  0.10
C  -0.38  0.07  0.27  -0.77
O  -0.93  -0.79  0.90  0.03
N  0.46  -0.05  -0.71  0.22
N  -0.56  1.35  0.45  0.20
H  0.67  -0.97  -1.08  0.11
H  0.85  0.77  -1.14  0.08
H  0.16  2.04  0.29  0.09
H  -1.20  1.53  1.20  0.07

Look up the maximum force of the fourth one.
9.1 eV/Å